Record 1
Entry from OMol25: a 11-piece molecular cluster, C14H51BF4N3O10 overall at a distorted geometry (ωB97M-V/def2-TZVPD).

Summary:
HOMO = -7.61 eV
E_tot = -51842.8484 eV
LUMO level = 2.35 eV
charge = -1

Last column: Mulliken charge in e.
Positions of all 83 atoms, in Å:
1 B 0.57 0.76 0.74  0.59
2 F -0.53 1.46 0.41  -0.38
3 F 1.70 1.45 0.44  -0.38
4 F 0.56 0.29 2.00  -0.38
5 F 0.56 -0.34 -0.11  -0.43
6 C 4.04 1.05 4.37  -1.15
7 C 5.24 1.20 3.38  -0.11
8 O 4.83 0.65 2.22  -0.48
9 H 4.29 1.36 5.38  0.37
10 H 3.80 -0.01 4.31  0.30
11 H 3.15 1.59 4.05  0.31
12 H 6.11 0.68 3.78  0.30
13 H 5.45 2.26 3.33  0.17
14 H 3.92 0.86 2.02  0.30
15 O -3.81 1.16 1.81  -0.62
16 H -3.62 0.46 2.43  0.28
17 H -2.96 1.44 1.49  0.35
18 O -4.73 1.41 -1.61  -0.65
19 H -4.59 1.43 -0.67  0.32
20 H -4.43 0.55 -1.88  0.32
21 O 2.06 -3.54 0.89  -0.66
22 H 1.56 -2.78 1.18  0.34
23 H 2.03 -3.50 -0.06  0.31
24 O -3.38 -1.70 -2.07  -0.61
25 H -3.40 -2.65 -2.19  0.29
26 H -2.56 -1.42 -2.46  0.32
27 O -1.51 1.01 5.17  -0.65
28 H -1.18 0.92 4.28  0.33
29 H -1.88 0.16 5.38  0.32
30 O 0.15 0.92 -3.30  -0.65
31 H 0.76 1.60 -3.57  0.27
32 H 0.16 0.95 -2.34  0.36
33 C -6.49 -2.08 3.21  -1.26
34 C -5.98 -3.00 4.38  0.46
35 C -4.67 -2.50 4.95  -0.85
36 O -3.63 -2.21 4.04  -0.20
37 C -2.99 -3.32 3.46  -0.80
38 N -6.99 -2.80 5.37  -0.78
39 H -6.75 -1.08 3.54  0.30
40 H -7.40 -2.46 2.74  0.33
41 H -5.68 -1.95 2.49  0.32
42 H -5.92 -4.05 4.11  0.36
43 H -4.23 -3.20 5.67  0.35
44 H -4.80 -1.54 5.45  0.32
45 H -2.28 -3.82 4.12  0.30
46 H -2.45 -2.91 2.61  0.26
47 H -3.64 -4.10 3.07  0.32
48 H -6.89 -1.86 5.73  0.29
49 H -6.75 -3.36 6.18  0.26
50 C 2.88 5.88 1.62  -1.40
51 C 3.32 6.03 0.14  0.46
52 C 4.76 5.56 0.00  -0.73
53 O 5.67 6.38 0.72  -0.36
54 C 6.04 7.50 -0.12  -0.78
55 N 2.50 5.25 -0.80  -0.75
56 H 2.88 4.85 1.99  0.33
57 H 1.93 6.39 1.83  0.42
58 H 3.56 6.46 2.25  0.36
59 H 3.31 7.11 -0.02  0.15
60 H 5.05 5.49 -1.04  0.39
61 H 4.87 4.56 0.43  0.38
62 H 6.64 8.24 0.40  0.32
63 H 5.31 8.21 -0.51  0.29
64 H 6.75 7.16 -0.87  0.31
65 H 1.61 5.41 -0.35  0.34
66 H 2.63 4.30 -0.48  0.30
67 C 1.07 -2.26 -6.72  -1.35
68 C 0.01 -3.24 -6.15  0.49
69 C 0.10 -4.64 -6.61  -0.84
70 O -0.30 -4.72 -8.00  -0.33
71 C -0.06 -6.05 -8.53  -0.69
72 N 0.15 -3.21 -4.68  -0.74
73 H 2.06 -2.41 -6.27  0.31
74 H 0.72 -1.24 -6.58  0.38
75 H 1.11 -2.40 -7.80  0.38
76 H -0.97 -2.92 -6.49  0.25
77 H -0.51 -5.26 -5.96  0.41
78 H 1.09 -5.07 -6.42  0.35
79 H -0.18 -6.09 -9.61  0.25
80 H -0.89 -6.65 -8.16  0.28
81 H 0.86 -6.48 -8.13  0.29
82 H 0.12 -2.20 -4.56  0.29
83 H 1.10 -3.41 -4.42  0.27


Record 2
Entry from OMol25: a 2-piece molecular cluster, C21H34ClN4O8P2S overall at a distorted geometry (ωB97M-V/def2-TZVPD).

Summary:
HOMO = -11.59 eV
E_tot = -86596.3356 eV
LUMO level = -3.16 eV
charge = +1

Last column: Mulliken charge in e.
Positions of all 71 atoms, in Å:
1 C -1.80 4.65 -3.68  -1.03
2 C -2.65 3.80 -2.64  -0.20
3 C -2.26 4.07 -1.13  -1.02
4 C -1.23 3.00 -0.54  0.59
5 C 0.26 3.29 -0.95  -0.43
6 C 1.29 2.14 -0.60  -1.16
7 N 0.70 0.84 -0.22  1.27
8 C 0.89 0.46 1.06  0.21
9 C 1.57 1.03 2.31  -0.51
10 C 2.06 -0.04 3.34  0.38
11 C 3.15 -0.95 2.91  -0.19
12 C 3.70 -1.94 3.81  -0.46
13 C 3.21 -2.11 5.19  -0.51
14 C 2.10 -1.24 5.59  -0.52
15 C 1.53 -0.22 4.68  -0.58
16 N 0.25 -0.76 1.28  -0.37
17 C -0.33 -1.00 0.04  -0.09
18 N -1.08 -2.10 -0.03  0.58
19 C -1.90 -2.60 -1.13  -0.92
20 C -3.43 -2.42 -0.70  -0.88
21 C -3.78 -0.89 -0.42  0.21
22 S -4.85 -0.62 1.03  1.12
23 O -5.35 0.75 0.94  -0.61
24 O -4.08 -0.73 2.27  -0.58
25 O -6.03 -1.75 0.93  -0.45
26 P -1.13 -3.09 1.46  0.45
27 O -1.83 -4.39 1.26  -0.72
28 N -0.05 -0.06 -0.96  -0.28
29 P -0.49 0.02 -2.68  0.45
30 O 0.11 -1.40 -3.39  -0.50
31 Cl 0.60 1.45 -3.75  -0.20
32 H -2.30 5.63 -3.93  0.34
33 H -1.71 4.11 -4.67  0.24
34 H -0.79 4.92 -3.27  0.26
35 H -2.64 2.70 -2.88  0.12
36 H -3.71 4.15 -2.76  0.37
37 H -1.88 5.12 -0.98  0.38
38 H -3.21 3.98 -0.53  0.38
39 H -1.30 3.14 0.58  0.28
40 H -1.61 1.97 -0.77  -0.47
41 H 0.26 3.59 -2.03  -0.01
42 H 0.57 4.22 -0.39  0.30
43 H 1.95 2.55 0.21  0.39
44 H 2.02 1.93 -1.44  0.30
45 H 0.78 1.63 2.85  0.38
46 H 2.42 1.74 2.12  0.34
47 H 3.52 -0.83 1.86  0.26
48 H 4.53 -2.59 3.47  0.34
49 H 3.67 -2.85 5.88  0.38
50 H 1.71 -1.39 6.63  0.35
51 H 0.71 0.43 5.06  0.34
52 H -1.73 -3.72 -1.20  0.34
53 H -1.82 -2.21 -2.16  0.42
54 H -4.06 -2.74 -1.57  0.33
55 H -3.71 -3.05 0.18  0.60
56 H -2.89 -0.23 -0.28  -0.48
57 H -4.31 -0.52 -1.34  0.48
58 H -6.54 -1.62 1.76  0.41
59 H 0.23 -3.36 1.81  0.10
60 H -1.67 -2.24 2.47  0.12
61 H 0.82 -1.80 -2.84  0.38
62 C 3.81 -2.60 -2.24  -0.35
63 C 5.17 -2.51 -1.62  -0.50
64 O 5.29 -1.13 -1.31  -0.35
65 C 4.04 -0.62 -1.19  0.48
66 O 3.79 0.47 -0.78  -0.48
67 O 3.11 -1.52 -1.61  -0.07
68 H 3.32 -3.55 -2.05  0.33
69 H 3.83 -2.43 -3.32  0.33
70 H 5.25 -3.09 -0.69  0.27
71 H 5.96 -2.83 -2.30  0.32


Record 3
Entry from OMol25: C50H44ClO3P3ReS as an isolated structure at a distorted geometry (ωB97M-V/def2-TZVPD).

Summary:
HOMO (alpha / beta) = -18.11 / -18.11 eV
expectation value of S² = 0.762
2S+1 = 2
E_tot = -112023.7184 eV
LUMO level (alpha / beta) = -14.41 / -13.85 eV
relative energy (zero: lowest compared OMol25 entry of this formula, charge and spin) = 251.2 kJ/mol
charge = +4

Last column: Mulliken spin population.
Positions of all 103 atoms, in Å:
1 Re -0.47 -0.25 0.81  0.79
2 Cl -1.34 -0.17 2.96  0.00
3 C -2.29 -1.60 3.32  0.02
4 C -2.89 -1.74 4.57  0.01
5 C -3.60 -2.91 4.83  0.00
6 C -3.71 -3.90 3.87  0.00
7 C -3.15 -3.73 2.62  0.00
8 C -2.42 -2.57 2.33  -0.03
9 P -1.70 -2.31 0.68  0.05
10 C -3.14 -2.32 -0.42  -0.06
11 C -3.92 -1.16 -0.46  0.01
12 C -5.11 -1.16 -1.16  0.00
13 C -5.53 -2.30 -1.82  0.00
14 C -4.75 -3.45 -1.80  0.00
15 C -3.55 -3.47 -1.10  -0.01
16 C -0.62 -3.72 0.38  0.02
17 C -0.07 -4.42 1.46  0.00
18 C 0.79 -5.48 1.21  0.00
19 C 1.12 -5.82 -0.09  0.00
20 C 0.58 -5.12 -1.16  0.00
21 C -0.28 -4.05 -0.93  0.00
22 H -2.82 -0.97 5.32  0.00
23 H -4.06 -3.04 5.80  0.00
24 H -4.24 -4.82 4.10  0.00
25 H -3.26 -4.48 1.86  0.00
26 H -3.58 -0.28 0.08  -0.04
27 H -5.73 -0.27 -1.17  0.00
28 H -6.47 -2.31 -2.35  0.00
29 H -5.08 -4.34 -2.32  0.00
30 H -2.96 -4.37 -1.06  0.00
31 H -0.35 -4.17 2.47  0.00
32 H 1.19 -6.04 2.03  0.00
33 H 1.82 -6.62 -0.28  0.00
34 H 0.82 -5.40 -2.18  0.00
35 H -0.69 -3.49 -1.76  0.00
36 O 0.00 -0.01 -1.19  0.11
37 P -0.35 1.06 -2.21  0.03
38 C -0.43 2.73 -1.42  -0.01
39 P 0.80 2.74 -0.05  0.02
40 O 0.32 1.79 1.02  0.05
41 C 2.44 2.33 -0.71  0.00
42 C 3.14 3.30 -1.42  0.00
43 C 4.44 3.04 -1.83  0.00
44 C 5.03 1.82 -1.55  0.00
45 C 4.32 0.85 -0.85  0.00
46 C 3.03 1.11 -0.41  0.00
47 C 0.94 4.42 0.63  0.00
48 C 1.52 4.55 1.89  0.00
49 C 1.63 5.80 2.46  0.00
50 C 1.20 6.92 1.76  0.00
51 C 0.62 6.79 0.51  0.00
52 C 0.52 5.54 -0.08  0.00
53 C -1.96 0.63 -2.93  0.00
54 C -3.02 1.52 -3.06  0.00
55 C -4.19 1.09 -3.65  0.00
56 C -4.29 -0.21 -4.12  0.00
57 C -3.23 -1.10 -4.00  0.00
58 C -2.06 -0.68 -3.40  0.00
59 C 0.93 1.10 -3.48  0.00
60 C 1.99 0.21 -3.42  0.00
61 C 2.97 0.25 -4.40  0.00
62 C 2.86 1.16 -5.45  0.00
63 C 1.78 2.04 -5.51  0.00
64 C 0.81 2.00 -4.53  0.00
65 H -1.42 2.92 -0.99  0.00
66 H -0.23 3.49 -2.18  0.00
67 H 2.69 4.26 -1.62  0.00
68 H 5.00 3.80 -2.36  0.00
69 H 6.04 1.63 -1.85  0.00
70 H 4.78 -0.10 -0.64  0.00
71 H 2.48 0.36 0.14  0.01
72 H 1.88 3.67 2.41  0.00
73 H 2.07 5.91 3.44  0.00
74 H 1.36 7.91 2.17  0.00
75 H 0.23 7.66 -0.01  0.00
76 H 0.08 5.46 -1.07  0.00
77 H -2.94 2.54 -2.71  0.00
78 H -5.02 1.77 -3.75  0.00
79 H -5.20 -0.53 -4.62  0.00
80 H -3.31 -2.10 -4.39  0.00
81 H -1.21 -1.34 -3.31  0.00
82 H 2.04 -0.51 -2.61  0.00
83 H 3.80 -0.43 -4.36  0.00
84 H 3.60 1.17 -6.23  0.00
85 H 1.70 2.73 -6.34  0.00
86 H -0.05 2.66 -4.59  0.00
87 C 3.26 -2.53 2.52  0.00
88 S 1.62 -1.88 2.91  0.01
89 O 1.27 -1.25 1.51  0.01
90 C 1.99 -0.40 3.87  0.00
91 C 2.88 0.56 3.40  -0.01
92 C 3.08 1.70 4.16  0.00
93 C 2.38 1.90 5.33  0.00
94 C 1.49 0.93 5.79  0.00
95 C 1.30 -0.23 5.06  0.00
96 H 3.96 -1.74 2.27  0.00
97 H 3.15 -3.22 1.69  0.00
98 H 3.63 -3.07 3.39  0.00
99 H 3.41 0.42 2.47  0.00
100 H 3.80 2.43 3.82  0.00
101 H 2.52 2.81 5.90  0.00
102 H 0.96 1.09 6.71  0.00
103 H 0.63 -1.00 5.42  0.00


Record 4
Entry from OMol25: a 2-piece molecular cluster, S2 overall at a distorted geometry (ωB97M-V/def2-TZVPD).

Summary:
HOMO = -9.27 eV
E_tot = -21660.8880 eV
LUMO level = -5.48 eV
relative energy (zero: lowest compared OMol25 entry of this formula, charge and spin) = 782.4 kJ/mol
charge = 0

Last column: natural (NBO) charge in e.
Positions of all 2 atoms, in Å:
1 S 0.00 0.00 1.92  0.00
2 S 0.00 0.00 -1.92  0.00


Record 5
Entry from OMol25: one molecule with the formula C2H5N3O at a distorted geometry (ωB97M-V/def2-TZVPD).

Summary:
HOMO (alpha / beta) = -7.96 / -8.31 eV
SMILES = [H]/N=C\C(O)=N\N
E_tot = -8668.4960 eV
LUMO level (alpha / beta) = -0.23 / -0.41 eV
relative energy (zero: lowest compared OMol25 entry of this formula, charge and spin) = 496.6 kJ/mol
charge = 0

Last column: natural (NBO) charge in e.
Positions of all 11 atoms, in Å:
1 H 0.95 -0.63 2.15  0.38
2 N 0.69 0.35 1.98  -0.58
3 C 1.08 0.94 0.87  0.05
4 C 0.34 0.49 -0.24  0.42
5 O 0.11 1.26 -1.34  -0.67
6 N -0.24 -0.66 0.08  -0.32
7 N -1.25 -1.13 -0.69  -0.70
8 H 1.56 1.91 0.87  0.19
9 H -0.24 0.74 -2.07  0.50
10 H -0.99 -1.73 -1.46  0.35
11 H -2.01 -1.54 -0.16  0.37


Record 6
Entry from OMol25: C49H54ClN8O4P2Sr as an isolated structure at a distorted geometry (ωB97M-V/def2-TZVPD).

Summary:
HOMO = -10.38 eV
E_tot = -103730.1505 eV
LUMO level = -2.10 eV
relative energy (zero: lowest compared OMol25 entry of this formula, charge and spin) = 359.2 kJ/mol
charge = +1

Last column: Mulliken charge in e.
Positions of all 119 atoms, in Å:
1 Sr 2.18 0.07 0.36  1.24
2 O 5.76 -2.04 5.03  -0.50
3 C 4.50 -2.33 5.34  0.39
4 O 4.19 -3.22 6.15  -0.59
5 C 3.51 -1.49 4.58  -0.56
6 C 2.24 -1.06 5.07  0.43
7 Cl 1.40 -1.62 6.41  -0.11
8 N 1.64 -0.27 4.14  -0.12
9 N 2.48 -0.17 2.98  0.59
10 C 3.54 -0.93 3.23  0.20
11 C 4.67 -0.84 2.13  0.47
12 O 5.84 -0.86 2.68  -0.81
13 O 4.33 -0.63 0.88  -0.71
14 C 0.46 0.48 4.15  0.53
15 C -0.61 -0.05 4.89  0.07
16 C -1.85 0.60 4.98  -1.17
17 C -1.82 1.93 4.63  -0.48
18 C -0.78 2.49 3.84  -0.83
19 C 0.24 1.67 3.41  0.05
20 H 5.76 -1.58 4.14  0.45
21 H -0.51 -1.00 5.37  -0.11
22 H -2.71 0.16 5.49  0.46
23 H -2.60 2.53 5.04  0.46
24 H -0.86 3.54 3.53  0.45
25 H 0.95 1.96 2.64  0.52
26 C 0.49 1.83 -4.94  -0.71
27 N 1.21 0.66 -4.62  0.23
28 C 1.95 -0.11 -5.59  -0.89
29 C 2.41 -1.32 -4.88  -0.65
30 N 2.29 -0.96 -3.53  0.29
31 C 3.06 -1.67 -2.51  -0.51
32 C 1.48 0.09 -3.38  -0.41
33 N 1.15 0.49 -2.19  0.67
34 C 0.55 1.82 -2.18  0.01
35 C 0.34 2.36 -0.70  -1.55
36 N 1.65 2.67 -0.13  0.40
37 C 2.09 3.92 0.10  -0.35
38 N 3.06 4.15 1.02  0.21
39 C 3.82 3.16 1.82  -1.02
40 C 3.46 5.51 1.11  -0.67
41 C 2.34 6.22 0.37  -0.64
42 N 1.61 5.14 -0.30  0.23
43 C 0.46 5.49 -1.15  -0.79
44 H -0.54 1.76 -4.59  0.20
45 H 0.51 2.07 -6.02  0.37
46 H 1.01 2.69 -4.40  0.34
47 H 2.82 0.57 -5.89  0.33
48 H 1.38 -0.18 -6.54  0.45
49 H 3.44 -1.60 -5.20  0.37
50 H 1.79 -2.14 -5.26  0.34
51 H 2.97 -2.73 -2.65  0.44
52 H 2.62 -1.45 -1.51  -0.26
53 H 4.06 -1.31 -2.46  0.27
54 H -0.39 1.83 -2.73  0.21
55 H 1.26 2.54 -2.78  0.42
56 H -0.23 1.64 -0.11  0.17
57 H -0.27 3.23 -0.74  -0.06
58 H 3.40 2.18 1.70  0.34
59 H 3.76 3.48 2.82  0.39
60 H 4.92 3.15 1.52  0.31
61 H 4.44 5.75 0.65  0.31
62 H 3.55 5.73 2.22  0.33
63 H 2.79 6.93 -0.33  0.39
64 H 1.65 6.75 1.08  0.31
65 H 0.59 4.90 -2.10  0.26
66 H 0.66 6.55 -1.49  0.35
67 H -0.56 5.38 -0.76  0.20
68 C -1.40 -2.18 -1.10  -1.16
69 C -2.79 -1.53 -0.91  -1.51
70 P -2.85 0.18 -1.73  1.19
71 C -3.87 1.16 -0.56  0.00
72 C -5.18 0.71 -0.26  -0.59
73 C -5.80 1.22 0.88  -0.67
74 C -5.32 2.35 1.56  -0.90
75 C -4.04 2.80 1.19  -0.10
76 C -3.32 2.21 0.16  -0.02
77 C -3.99 -0.09 -3.12  0.46
78 C -3.66 -1.05 -4.10  -0.45
79 C -4.34 -1.16 -5.31  -0.66
80 C -5.48 -0.33 -5.52  -0.50
81 C -5.85 0.57 -4.52  -0.61
82 C -5.10 0.74 -3.35  -0.48
83 P -0.25 -2.27 0.35  1.33
84 C 0.87 -3.68 0.02  0.64
85 C 2.13 -3.73 0.58  0.01
86 C 3.05 -4.69 0.18  -0.58
87 C 2.66 -5.71 -0.64  -0.66
88 C 1.41 -5.68 -1.27  -0.80
89 C 0.51 -4.68 -0.92  -0.43
90 C -1.14 -3.21 1.61  0.68
91 C -2.47 -3.73 1.41  -0.40
92 C -3.06 -4.53 2.41  -0.38
93 C -2.48 -4.73 3.65  -0.77
94 C -1.24 -4.03 3.91  -0.37
95 C -0.53 -3.33 2.89  -0.32
96 H -0.76 -1.75 -1.86  0.40
97 H -1.59 -3.23 -1.46  0.32
98 H -2.91 -1.23 0.16  0.58
99 H -3.57 -2.25 -1.19  0.60
100 H -5.57 -0.09 -0.87  0.51
101 H -6.71 0.69 1.16  0.39
102 H -5.89 2.73 2.42  0.38
103 H -3.54 3.63 1.68  0.43
104 H -2.39 2.72 -0.21  -0.01
105 H -2.78 -1.73 -3.97  0.14
106 H -4.04 -1.90 -6.05  0.42
107 H -6.14 -0.42 -6.39  0.38
108 H -6.69 1.31 -4.74  0.27
109 H -5.41 1.48 -2.61  0.45
110 H 2.58 -2.98 1.25  0.06
111 H 4.06 -4.51 0.51  0.53
112 H 3.39 -6.50 -0.98  0.30
113 H 1.14 -6.53 -1.91  0.45
114 H -0.54 -4.78 -1.25  0.37
115 H -2.88 -3.58 0.40  0.19
116 H -4.04 -5.03 2.22  0.37
117 H -2.84 -5.47 4.39  0.36
118 H -0.79 -3.90 4.93  0.35
119 H 0.47 -2.82 3.05  -0.12


- Look up the charge of the first one.
  -1


- What is the formula in the fourth record?
  S2